Model w:
DFT (ωB97M-V/def2-TZVPD) results for the molecule C3ClF2N.

```
7
Properties=species:S:1:pos:R:3:nbo_charge:R:1
N 2.48 -0.36 0.06 -0.232
C 1.38 0.29 0.12 0.187
C 0.00 0.58 -0.03 0.182
F -0.39 1.76 -0.08 -0.246
C -0.75 -0.43 -0.07 0.317
F -0.33 -1.75 -0.07 -0.280
Cl -2.39 -0.09 0.07 0.073
```

Frontier orbital gap ... 10.122 eV
E_HOMO ... -0.3790 hartree
SMILES ... N#C/C(F)=C(\F)Cl
Lowest unoccupied orbital energy ... -0.191 eV

=====

Model x:
DFT (ωB97M-V/def2-TZVPD) results for the molecule C3ClF2N.

```
7
Properties=species:S:1:pos:R:3:nbo_charge:R:1
N -0.57 0.30 -2.66 -0.246
C -0.37 0.17 -1.52 0.229
C -0.08 -0.18 -0.19 -0.337
Cl -0.21 -1.81 0.32 0.095
C 0.25 0.79 0.65 0.805
F 0.40 2.04 0.25 -0.273
F 0.57 0.61 1.92 -0.272
```

Frontier orbital gap ... 10.682 eV
E_HOMO ... -0.3808 hartree
SMILES ... N#CC(Cl)=C(F)F
Lowest unoccupied orbital energy ... 0.321 eV

=====

Which one sits at the top of the stability order? model x does.

=====

Model w:
DFT (ωB97M-V/def2-TZVPD) results for a cluster of 4 separate species, C2H13NO3S in total.

```
20
Properties=species:S:1:pos:R:3:nbo_charge:R:1
N 1.10 1.29 0.37 -0.855
C 1.21 -0.13 0.33 -0.236
C 2.34 -0.71 1.24 -0.489
S 2.34 -2.60 1.07 -0.095
H 1.85 1.72 0.86 0.370
H 0.20 1.72 0.52 0.378
H 1.53 -0.38 -0.76 0.164
H 0.33 -0.73 0.39 0.208
H 3.32 -0.32 0.94 0.213
H 2.21 -0.53 2.35 0.213
H 3.12 -2.91 2.20 0.141
O -3.99 2.82 -3.92 -0.921
H -4.45 2.53 -3.09 0.461
H -3.22 2.24 -3.77 0.461
O 1.19 3.05 2.81 -0.932
H 0.96 2.22 2.38 0.457
H 0.47 3.06 3.43 0.463
O -3.59 -3.86 -2.24 -0.960
H -3.71 -4.73 -1.95 0.477
H -3.24 -3.75 -3.15 0.483
```

Frontier orbital gap ... 9.603 eV
E_HOMO ... -0.3354 hartree
SMILES ... NCCS.O.O.O
Lowest unoccupied orbital energy ... 0.478 eV

=====

Model x:
DFT (ωB97M-V/def2-TZVPD) results for a cluster of 5 separate species, C2H13NO3S in total.

```
20
Properties=species:S:1:pos:R:3:nbo_charge:R:1
C -0.17 -0.62 1.00 0.008
C -0.24 -0.93 -0.52 -0.594
S -0.39 0.61 -1.53 -0.365
N -1.31 -1.02 1.81 -0.788
H 0.00 0.49 1.12 -0.037
H 0.68 -1.18 1.40 0.246
H -1.13 -1.63 -0.70 0.239
H 0.55 -1.52 -1.01 0.248
H 0.14 1.38 1.01 0.341
H -2.08 -0.64 1.32 0.396
H -1.33 -2.00 1.95 0.381
H 3.19 -1.13 -0.10 0.470
H 2.57 0.26 -0.25 0.500
O 2.65 -0.48 0.36 -0.973
H -3.83 0.90 -0.60 0.469
H -2.46 0.57 -0.92 0.480
O -3.13 0.34 -0.33 -0.978
H 2.55 2.77 -1.71 0.478
H 1.47 1.68 -1.35 0.485
O 2.27 2.14 -0.97 -1.006
```

Frontier orbital gap ... 6.431 eV
E_HOMO ... -0.3123 hartree
Lowest unoccupied orbital energy ... -2.067 eV

=====

Which one sits at the top of the stability order? model w does.

=====

Model w:
DFT (ωB97M-V/def2-TZVPD) results for the ion C5H9ClN with charge +1.

```
16
Properties=species:S:1:pos:R:3:nbo_charge:R:1
C 0.39 -2.10 -0.02 -0.438
N 0.18 -0.65 -0.03 -0.271
C 1.13 0.33 0.18 0.369
Cl 2.73 0.08 0.68 0.203
C 0.51 1.65 0.04 -0.495
C -1.01 1.39 0.01 -0.408
C -1.14 -0.16 -0.23 -0.221
H -0.16 -2.57 0.84 0.248
H 1.38 -2.27 0.36 0.243
H 0.10 -2.42 -1.03 0.249
H 0.94 2.26 0.88 0.277
H 0.90 2.07 -0.95 0.278
H -1.39 1.68 0.94 0.244
H -1.38 2.01 -0.82 0.257
H -1.71 -0.74 0.45 0.234
H -1.46 -0.58 -1.29 0.233
```

Frontier orbital gap ... 10.445 eV
Net charge ... +1
E_HOMO ... -0.5586 hartree
SMILES ... C[N+]1=C(Cl)CCC1
Lowest unoccupied orbital energy ... -4.755 eV

=====

Model x:
DFT (ωB97M-V/def2-TZVPD) results for the ion C5H9ClN with charge +1.

```
16
Properties=species:S:1:pos:R:3:nbo_charge:R:1
C -1.76 1.53 0.08 -0.265
C -2.38 0.35 0.05 -0.041
C -0.36 1.44 0.19 -0.487
C -0.01 0.12 -0.48 -0.025
C 1.90 -1.41 -0.36 -0.403
N 0.80 -0.73 0.36 -0.552
Cl -3.50 -0.76 -0.16 0.246
H -2.19 2.49 0.36 0.239
H 0.26 2.31 -0.20 0.243
H -0.13 1.44 1.23 0.221
H -0.29 -0.17 -1.39 0.220
H 1.37 -2.04 -1.09 0.225
H 2.56 -0.74 -0.77 0.232
H 2.38 -2.14 0.22 0.235
H 1.22 -0.15 1.19 0.454
H 0.12 -1.54 0.76 0.458
```

Frontier orbital gap (alpha / beta) ... 7.450 / 8.776 eV
Net charge ... +1
E_HOMO (alpha / beta) ... -0.4360 / -0.4684 hartree
Lowest unoccupied orbital energy (alpha / beta) ... -4.414 / -3.969 eV

=====

Which one sits at the top of the stability order? model w does.

=====

Model w:
DFT (ωB97M-V/def2-TZVPD) results for the molecule C2H6N2O2S.

```
13
Properties=species:S:1:pos:R:3:mulliken_spin:R:1
C -0.51 -0.75 0.14 0.540
C -1.50 -0.13 1.09 0.035
N -0.74 -1.73 -0.60 0.998
N 0.80 1.10 -1.23 0.043
O 1.08 1.18 1.24 0.066
O 2.24 -0.58 -0.04 0.040
S 1.10 0.25 0.14 0.179
H -1.24 -0.37 2.19 0.041
H -2.47 -0.30 0.78 0.003
H -1.22 0.98 0.97 0.010
H 0.03 -2.09 -1.22 0.041
H 0.95 0.61 -2.13 -0.004
H 1.49 1.83 -1.34 0.008
```

Multiplicity ... 3
Frontier orbital gap (alpha / beta) ... 6.498 / 7.556 eV
E_HOMO (alpha / beta) ... -0.2214 / -0.4032 hartree
Lowest unoccupied orbital energy (alpha / beta) ... 0.473 / -3.417 eV

=====

Model x:
DFT (ωB97M-V/def2-TZVPD) results for a cluster of 2 separate species, C2H6N2O2S in total.

```
13
Properties=species:S:1:pos:R:3:mulliken_spin:R:1
C 1.68 -0.32 0.01 -0.007
C -1.66 -0.23 -0.53 0.615
N 3.04 -0.75 -0.03 0.001
N -1.12 0.68 0.25 0.155
O 1.14 -0.63 1.19 0.011
O 1.08 0.26 -0.88 -0.001
S -3.08 -1.02 -0.10 1.166
H -1.01 -0.64 -1.38 0.040
H 3.76 -0.45 -0.74 0.000
H 3.34 -1.06 0.89 0.000
H -1.67 1.22 0.79 0.015
H -0.30 1.11 -0.09 -0.008
H 0.26 -0.27 1.29 0.012
```

Multiplicity ... 3
Frontier orbital gap (alpha / beta) ... 6.334 / 7.067 eV
E_HOMO (alpha / beta) ... -0.2058 / -0.3377 hartree
Lowest unoccupied orbital energy (alpha / beta) ... 0.735 / -2.122 eV

=====

Which one sits at the top of the stability order? model x does.

=====

Model w:
DFT (ωB97M-V/def2-TZVPD) results for the molecule C6H8O3.

```
17
Properties=species:S:1:pos:R:3:nbo_charge:R:1
O 2.86 0.39 0.87 -0.570
C 1.62 0.47 0.71 0.751
O 0.96 1.57 0.59 -0.474
C -0.42 1.26 0.67 0.362
C -0.91 0.82 -0.74 -0.457
C -0.36 -0.46 -1.31 -0.408
C -0.17 -1.43 -0.15 -0.407
C 0.61 -0.67 1.01 -0.032
O -0.47 0.19 1.62 -0.511
H -0.96 2.12 1.08 0.201
H -1.97 0.79 -0.53 0.214
H -0.69 1.60 -1.49 0.228
H 0.61 -0.30 -1.73 0.209
H -1.07 -0.93 -2.10 0.224
H 0.38 -2.34 -0.45 0.218
H -1.13 -1.68 0.34 0.225
H 1.09 -1.38 1.61 0.226
```

Frontier orbital gap ... 10.950 eV
E_HOMO ... -0.3741 hartree
SMILES ... O=C1O[C@H]2CCC[C@@H]1O2
Lowest unoccupied orbital energy ... 0.769 eV

=====

Model x:
DFT (ωB97M-V/def2-TZVPD) results for the molecule C6H8O3.

```
17
Properties=species:S:1:pos:R:3:nbo_charge:R:1
C 0.54 -0.31 -0.59 0.018
C 0.27 1.15 -0.32 -0.452
C 0.98 -0.78 -1.93 -0.667
C -1.37 -0.17 0.60 0.816
C 0.72 -0.01 1.73 0.414
C -0.44 0.87 1.01 -0.430
O -0.87 -0.89 -0.32 -0.433
O -2.49 -0.48 1.20 -0.606
O 0.46 -0.91 2.49 -0.597
H -2.83 -1.33 0.87 0.510
H 1.69 0.52 1.72 0.127
H -0.35 1.67 -1.07 0.188
H 1.19 1.71 -0.17 0.231
H -0.83 1.67 1.63 0.248
H 0.34 -0.42 -2.76 0.182
H 1.02 -1.87 -1.99 0.224
H 1.99 -0.41 -2.11 0.228
```

Frontier orbital gap ... 7.613 eV
E_HOMO ... -0.2631 hartree
Lowest unoccupied orbital energy ... 0.453 eV

=====

Model y:
DFT (ωB97M-V/def2-TZVPD) results for the molecule C6H8O3.

```
17
Properties=species:S:1:pos:R:3:nbo_charge:R:1
C 1.70 1.25 0.08 0.571
C 3.19 -0.21 0.01 0.704
C 1.04 -0.96 0.62 -0.050
C 0.53 0.32 0.06 -0.249
C -0.71 0.78 0.90 -0.579
C 0.14 0.08 -1.37 -0.608
O 1.95 2.40 0.09 -0.476
O 4.32 -0.04 -0.25 -0.534
O 2.44 -1.28 0.33 -0.508
H 0.84 -0.99 1.77 0.193
H 0.34 -1.75 0.29 0.208
H -1.39 0.03 0.97 0.210
H -1.23 1.52 0.36 0.220
H -0.39 1.13 1.86 0.217
H -0.83 -0.41 -1.68 0.236
H 1.00 -0.49 -1.75 0.220
H 0.03 0.97 -1.91 0.224
```

Frontier orbital gap ... 8.908 eV
E_HOMO ... -0.3070 hartree
Lowest unoccupied orbital energy ... 0.553 eV

=====

Which one sits at the top of the stability order? model w does.

=====

Model w:
DFT (ωB97M-V/def2-TZVPD) results for a cluster of 2 separate species, C4H13N2O2 in total.

```
21
Properties=species:S:1:pos:R:3:nbo_charge:R:1
O -0.02 -2.47 0.37 -0.538
C -1.07 -2.09 -0.10 0.454
C -1.43 -0.60 -0.21 -0.154
C -0.52 0.04 -1.28 -0.440
C 0.99 -0.03 -1.08 -0.228
N 1.30 -0.24 0.37 -0.710
N -1.30 -0.01 1.10 -0.859
H -1.81 -2.84 -0.41 0.165
H -2.42 -0.55 -0.64 0.208
H -0.89 1.04 -1.53 0.243
H -0.80 -0.49 -2.18 0.244
H 1.59 0.80 -1.45 0.235
H 1.31 -0.93 -1.59 0.228
H 1.04 -1.18 0.68 0.462
H 0.81 0.49 0.89 0.477
H 2.30 -0.10 0.59 0.432
H -1.80 -0.50 1.83 0.390
H -1.67 0.92 1.12 0.382
H 1.79 3.00 0.39 0.495
H 1.08 3.16 1.87 0.506
O 1.54 2.60 1.24 -0.991
```

Frontier orbital gap ... 10.740 eV
Net charge ... +1
E_HOMO ... -0.5165 hartree
Lowest unoccupied orbital energy ... -3.314 eV

=====

Model x:
DFT (ωB97M-V/def2-TZVPD) results for a cluster of 2 separate species, C4H13N2O2 in total.

```
21
Properties=species:S:1:pos:R:3:nbo_charge:R:1
N -2.50 -1.70 -0.84 -0.670
C -1.59 -1.27 0.26 -0.327
C -0.30 -0.85 -0.45 0.647
N 0.47 0.09 0.13 -0.379
C 0.44 0.45 1.54 -0.420
C 1.74 0.43 -0.54 -0.423
O -0.11 -1.37 -1.54 -0.641
H -1.92 -2.23 -1.51 0.480
H -2.92 -0.88 -1.30 0.447
H -3.25 -2.28 -0.46 0.442
H -1.43 -2.11 0.94 0.252
H -2.08 -0.54 0.91 0.243
H 0.60 1.52 1.63 0.246
H -0.52 0.22 1.98 0.197
H 1.24 -0.02 2.10 0.212
H 1.84 -0.17 -1.43 0.244
H 1.69 1.48 -0.83 0.235
H 2.55 0.28 0.15 0.209
H 1.78 4.42 1.02 0.485
H 2.14 3.25 1.86 0.470
O 1.71 3.46 1.02 -0.951
```

Frontier orbital gap ... 9.888 eV
Net charge ... +1
E_HOMO ... -0.4906 hartree
Lowest unoccupied orbital energy ... -3.462 eV

=====

Which one sits at the top of the stability order? model x does.